{"formula": "C7H8ClF3N2", "method": "ωB97M-V with the def2-TZVPD basis set", "relative_energy_ev": 1.521, "fmax_ev_per_a": 4.66, "total_energy_ha": -1140.72299, "smiles": "NC/C(=N/C=C\\C=C\\Cl)C(F)(F)F", "e_homo_ha": -0.3124, "symbols": ["N", "C", "C", "N", "C", "C", "C", "C", "Cl", "C", "F", "F", "F", "H", "H", "H", "H", "H", "H", "H", "H"], "xyz": [[2.375, 0.424, 0.469], [1.145, 0.876, 0.914], [-0.102, -0.004, 0.870], [-1.162, 0.446, 0.322], [-2.115, -0.274, -0.323], [-1.855, -1.171, -1.305], [-0.528, -1.603, -1.712], [0.393, -1.884, -0.850], [1.953, -2.275, -1.504], [-0.294, -0.960, 2.019], [0.685, -1.861, 2.290], [-0.262, -0.183, 3.171], [-1.448, -1.595, 1.966], [2.490, 0.278, -0.584], [2.553, -0.363, 1.045], [0.952, 1.905, 0.326], [1.202, 1.115, 2.008], [-3.181, -0.025, -0.145], [-2.730, -1.395, -1.926], [-0.491, -1.972, -2.780], [0.284, -2.075, 0.116]]}